(1)
Here is a structure of composition C31H17Cl5GeN2PtS2 in a non-equilibrium geometry from OMol25. Energies are from wB97M-V/def2-TZVPD.

multiplicity: 2
expectation value of S²: 0.7574
HOMO (alpha / beta): -4.633 / -4.673 eV
total charge: -1
frontier orbital gap (alpha / beta): 5.876 / 5.931 eV

Structure (XYZ):
```
59
C31H17Cl5GeN2PtS2 | OMol25 | wB97M-V/def2-TZVPD
C 1.14723 2.73602 0.91843
Ge 0.69775 0.13256 -0.68587
Pt -1.76477 1.17330 0.16813
C 1.60726 -1.48518 -0.14674
C 1.61076 1.77669 0.02527
C 2.02414 -1.94550 1.25697
Cl 0.00984 -0.55793 2.49899
H -0.54572 0.93617 1.03505
S -1.50761 -0.99776 -0.90603
C 3.25194 -0.17804 2.80424
H 0.26252 2.56516 1.51765
C -3.57645 -1.05230 5.21951
Cl -4.68237 1.30222 2.26102
H 1.44685 4.64307 1.83578
H 0.38856 1.28751 -2.93418
C -2.16796 -1.33124 -4.84446
H 4.53150 3.32253 -0.81978
H 2.48804 -4.64150 -0.75200
C -3.98613 0.18410 3.34545
H 4.07329 -1.31201 1.33834
C -2.54185 0.66658 -2.87974
C -1.96808 -2.35813 -5.82510
Cl -6.06103 0.22741 5.12182
C 3.13187 -1.10546 1.84526
H 0.67992 -0.44203 -3.20577
H 1.36128 -2.54897 -2.01362
C 2.84846 2.01937 -0.57952
C -1.96192 -0.57670 -2.54926
Cl -1.10340 -2.10652 4.95430
H -1.32763 -2.49213 -3.26171
N -1.80591 -3.19469 -6.59705
C 3.57168 3.17806 -0.33872
C -1.88363 -0.09716 2.18166
H 3.27869 1.28270 -1.24768
C 2.51716 -3.34816 0.97772
C 0.96748 0.42227 -2.61036
C 1.10008 0.77705 4.03905
C 1.68947 -2.53873 -0.98210
C -2.43401 -1.14275 4.51752
H 3.60792 5.06236 0.69351
C -3.16148 0.17420 -6.53384
H 2.02239 0.61946 -2.78750
C 2.34677 0.49394 3.73773
C -4.53308 -0.21261 4.50428
C -2.59567 -0.36500 3.27334
C -1.77841 -1.54622 -3.53287
C 2.28821 -3.68141 -0.29745
C 0.72935 -2.29631 2.02675
H -3.37733 1.81443 -4.48803
N -3.48995 0.40863 -7.60993
H 2.95593 -3.96576 1.74774
C -2.74966 -0.09771 -5.18415
S -2.82051 1.98587 -1.77269
H 4.26475 0.19692 2.91164
Cl -3.92246 -1.82130 6.70156
H 2.86118 1.12379 4.48208
C -2.92789 0.86948 -4.21429
C 1.85166 3.91206 1.14701
C 3.06099 4.14527 0.51266
```

How positive or negative is each atom? The Mulliken charges in e answer that: C -0.26; Ge 0.82; Pt 1.69; C -0.45; C 0.92; C 3.03; Cl 0.40; H -0.83; S -0.54; C -0.35; H 0.30; C 0.32; Cl -0.18; H 0.39; H 0.24; C 0.27; H 0.38; H 0.47; C -0.90; H 0.28; C 0.45; C -0.12; Cl -0.21; C -0.78; H 0.42; H 0.41; C -0.36; C 0.63; Cl -0.16; H 0.48; N -0.56; C -0.84; C 0.62; H 0.31; C -1.32; C -1.33; C -0.78; C -0.19; C -0.32; H 0.38; C -0.19; H 0.54; C -0.33; C 0.39; C -0.06; C -0.81; C -0.72; C -1.46; H 0.53; N -0.54; H 0.52; C 0.66; S -0.52; H 0.33; Cl -0.21; H 0.32; C -0.84; C -0.90; C -0.42

***

(2)
Here is a structure of composition C31H17Cl5N4O5Ti from OMol25. Energies are from wB97M-V/def2-TZVPD.

multiplicity: 3
expectation value of S²: 2.0368
HOMO (alpha / beta): -0.530 / -2.027 eV
total charge: -2
frontier orbital gap (alpha / beta): 4.658 / 6.155 eV

Structure (XYZ):
```
63
C31H17Cl5N4O5Ti | OMol25 | wB97M-V/def2-TZVPD
H -2.27103 5.19255 1.98948
H -5.00718 2.60032 -0.40818
H 5.26349 -1.19387 3.22939
N -2.26478 0.93896 -2.57165
C 0.31603 -3.20087 -1.29129
H 1.09530 -1.35519 4.21391
H 4.61952 -1.89056 0.89610
Ti -0.24250 -0.55044 -0.03854
N -1.42618 -1.56541 -1.49490
C -2.49586 2.24667 -2.63093
C 0.89105 -4.41544 -1.66666
N 0.86545 -2.33147 -0.33276
C -1.57299 3.38914 1.03290
C -2.27601 4.11290 1.99880
C 2.54530 -1.97158 1.38131
C -1.62199 -3.76369 -2.62613
H -1.57468 -5.65323 -3.63360
H -2.71344 -0.58421 2.96290
O 3.10485 -2.77078 -0.75877
C -0.95965 -2.86101 -1.79278
C 3.22107 -1.23490 3.90844
Cl -3.89232 4.28017 4.17557
C 3.89004 -1.76406 1.68297
H 1.87842 -4.65915 -1.30304
H 3.43491 -0.92749 4.92451
C 1.91524 -1.47259 3.51148
H -1.85831 2.81500 -3.30156
C 4.25465 2.61410 -1.65428
C -4.25259 2.13157 -1.02883
Cl 3.42199 1.95669 2.18105
C -1.03851 -4.97286 -2.98067
O -0.97264 1.36190 -0.00816
C -3.45662 2.89340 -1.87181
C -4.04415 0.76644 -0.97724
C -2.95567 2.02183 2.99560
C -2.97352 3.39625 2.95711
C 4.22947 -1.38689 2.96761
C -3.01163 0.22301 -1.73604
H -3.49519 1.49356 3.77222
C -2.73317 -1.26377 -1.63337
C 2.35091 1.13289 -0.16136
H 3.23929 1.87082 -3.40001
H -3.55580 3.96997 -1.92332
Cl 1.12901 0.26142 -2.38763
O -1.44226 -0.92833 1.40803
H -4.62030 0.11264 -0.33776
C 3.36879 1.90932 0.44439
C -2.21451 1.28165 2.03786
Cl -0.70437 4.28963 -0.18916
C -1.54141 1.99286 0.96402
C 0.22049 -5.29898 -2.50125
O 1.50132 0.45728 0.51535
H 0.68818 -6.23967 -2.77170
N 1.57697 -1.84028 2.28039
H -2.60729 -3.50950 -2.98596
C 3.28382 1.88593 -2.32026
C 4.30183 2.63329 -0.27271
H 5.05326 3.20964 0.24827
C 2.17892 -2.39946 -0.03458
C 2.36655 1.17372 -1.57771
O -3.70192 -2.02561 -1.66205
Cl 5.43647 3.52882 -2.57325
C -2.14408 -0.11305 2.16023
```

How positive or negative is each atom? The Mulliken charges in e answer that: H 0.43; H 0.38; H 0.37; N -0.43; C 0.62; H 0.40; H 0.42; Ti -0.20; N 0.23; C -0.23; C -0.90; N 0.85; C 0.78; C -0.75; C 0.55; C -0.79; H 0.35; H 0.21; O -0.77; C 0.50; C -0.48; Cl -0.31; C -0.48; H 0.41; H 0.37; C -0.24; H 0.37; C 0.45; C -0.14; Cl -0.24; C -0.67; O 0.28; C -0.42; C -0.91; C -1.30; C 0.40; C -0.50; C 0.90; H 0.35; C -0.09; C -1.11; H 0.43; H 0.37; Cl -0.26; O -0.23; H 0.38; C 0.47; C 1.26; Cl -0.27; C -0.32; C -0.64; O -0.17; H 0.35; N -0.23; H 0.41; C -0.81; C -0.70; H 0.42; C -0.09; C 0.99; O -0.73; Cl -0.29; C -1.04